# 1
Here is a molecular structure, C19H26CrN2 from the Open Molecules 2025 dataset. Energies are from ωB97M-V/def2-TZVPD.

```
48
C19H26CrN2 (ωB97M-V/def2-TZVPD)
C 0.6446 -0.1754 1.4561
C 0.6226 1.1756 -0.8676
H 0.0846 0.0967 2.3651
H 1.7924 0.4232 1.4494
H 1.2181 -1.1674 1.6863
H -0.0969 1.7081 -1.6388
H 0.2942 2.3042 -0.0506
H 1.6605 1.2992 -1.1854
C -1.1790 -2.9005 1.4670
C -1.9328 -4.0303 1.7970
C -2.8187 -4.5561 0.8514
C -2.9144 -3.9369 -0.3868
H -0.4859 -2.4458 2.1774
H -1.8255 -4.4737 2.7857
H -3.4265 -5.4265 1.0766
H -3.6038 -4.3035 -1.1480
N -1.2763 -2.2626 0.2641
C -2.1337 -2.7994 -0.6787
C -2.1982 -2.0815 -1.9319
N -1.4417 -0.9266 -1.9865
C -1.4655 -0.2157 -3.1538
C -3.0214 -1.7373 -4.1902
C -2.2425 -0.5771 -4.2583
H -0.8435 0.6816 -3.1653
H -2.2292 0.0493 -5.1492
C -2.9926 -2.4873 -3.0244
H -3.5805 -3.4007 -2.9270
H -3.6370 -2.0484 -5.0275
Cr -0.3317 -0.6236 -0.3575
C 1.3634 -1.3235 -1.0072
H 1.5283 -0.9938 -2.0633
H 1.2385 -2.4309 -1.0305
H 2.3049 -1.1001 -0.4445
C 3.5340 2.7557 2.1696
C 2.1404 3.2960 1.8331
C 1.3436 3.6765 3.0758
C 2.1778 4.4070 0.7866
C 1.3704 2.1640 1.2330
C 0.6615 1.0618 0.6581
H 4.0806 3.5702 2.6265
H 4.0553 2.4334 1.2772
H 3.4783 1.9280 2.8640
H 1.8686 4.4983 3.5436
H 0.3430 3.9926 2.8151
H 1.2801 2.8493 3.7705
H 2.6975 4.0887 -0.1085
H 1.1808 4.7294 0.5202
H 2.7132 5.2361 1.2322
```

Results
Multiplicity   5
DFT total energy   -51514.25665 eV
E_LUMO (alpha / beta)   0.365 / -0.114 eV
⟨S²⟩   6.200
Gap between HOMO and LUMO (alpha / beta)   5.570 / 5.517 eV
Total charge   0

=====

# 2
Here is a molecular structure, C3H8N2O from the Open Molecules 2025 dataset. Energies are from ωB97M-V/def2-TZVPD.

```
14
C3H8N2O (ωB97M-V/def2-TZVPD)
C 1.0929 -0.7707 -0.7148
N 0.2155 -0.0224 0.1907
C -0.5461 -0.8956 1.0897
C -0.7088 0.9936 -0.5695
O -1.5638 0.6663 -1.3603
N -0.1842 2.0763 -0.0215
H 1.6797 -0.0625 -1.3056
H 1.7762 -1.4119 -0.1452
H 0.4962 -1.3937 -1.3922
H -1.2385 -1.5202 0.5128
H 0.1274 -1.5427 1.6627
H -1.1217 -0.2796 1.7849
H -0.5328 2.9963 -0.2673
H 0.5618 1.1500 0.5749
```

Results
DFT total energy   -8267.07886 eV
E_LUMO   0.864 eV
Gap between HOMO and LUMO   10.389 eV
Total charge   0